This record from the Open Molecules 2025 dataset describes a molecular structure, C33H30N8NiOS2. The level of theory is ωB97M-V/def2-TZVPD.

Summary:
charge	+2
electronic energy	-111377.0631	eV
frontier orbital gap (spin up / spin down)	7.3 / 7.3	eV
multiplicity	1

Element x y z (Å)
1 Ni -0.019 -0.478 -0.127
2 C 0.407 4.732 -1.863
3 C 0.416 3.961 -0.707
4 N -0.354 2.887 -0.586
5 C -1.108 2.553 -1.627
6 C -1.038 3.271 -2.823
7 N -0.300 4.367 -2.931
8 C -2.084 1.424 -1.537
9 C -3.352 1.675 -2.047
10 C -4.248 0.647 -2.318
11 C -3.788 -0.635 -2.007
12 C -2.571 -0.802 -1.380
13 N -1.713 0.207 -1.134
14 C -2.118 -2.146 -0.972
15 C -2.916 -3.289 -0.971
16 N -2.447 -4.479 -0.631
17 C -1.167 -4.550 -0.275
18 C -0.370 -3.423 -0.216
19 N -0.847 -2.225 -0.563
20 C -5.570 0.884 -2.946
21 C -5.859 2.086 -3.580
22 C -7.098 2.250 -4.181
23 N -8.039 1.308 -4.193
24 C -7.763 0.160 -3.578
25 C -6.557 -0.094 -2.940
26 H 0.972 5.652 -1.937
27 H 1.048 4.211 0.137
28 H -1.565 2.943 -3.713
29 H -3.617 2.702 -2.243
30 H -4.373 -1.498 -2.277
31 H -3.963 -3.249 -1.233
32 H -0.773 -5.524 -0.012
33 H 0.650 -3.476 0.118
34 H -5.140 2.892 -3.641
35 H -7.343 3.180 -4.681
36 H -8.540 -0.594 -3.595
37 H -6.427 -1.041 -2.433
38 C 6.407 2.638 -1.593
39 C 5.511 1.468 -1.299
40 C 5.022 0.660 -2.321
41 C 4.195 -0.419 -2.041
42 C 3.871 -0.695 -0.720
43 C 4.331 0.109 0.323
44 C 5.145 1.180 0.023
45 S 2.757 -2.016 -0.440
46 C 3.617 -2.973 0.780
47 O 1.578 -1.439 0.393
48 H 6.631 2.714 -2.655
49 H 7.348 2.545 -1.049
50 H 5.938 3.569 -1.272
51 H 5.295 0.871 -3.347
52 H 3.816 -1.044 -2.842
53 H 4.048 -0.084 1.351
54 H 5.516 1.806 0.826
55 H 4.070 -2.319 1.522
56 H 4.387 -3.538 0.252
57 H 2.902 -3.656 1.236
58 N 0.136 1.334 3.687
59 C 0.605 0.560 2.722
60 S 0.650 1.258 1.122
61 N 1.055 -0.656 3.000
62 C 1.113 -1.245 4.312
63 C -0.050 -1.462 5.038
64 C 0.035 -1.982 6.321
65 C 1.273 -2.298 6.866
66 C 2.428 -2.114 6.117
67 C 2.351 -1.581 4.838
68 H -0.156 2.271 3.463
69 H 0.172 1.046 4.655
70 H 1.475 -1.141 2.217
71 H -1.015 -1.244 4.594
72 H -0.869 -2.145 6.894
73 H 1.338 -2.689 7.872
74 H 3.393 -2.372 6.534
75 H 3.253 -1.403 4.263